Run P
Here is a cluster of 2 separate species, C4H8O2S in total from the Open Molecules 2025 dataset. Energies are from ωB97M-V with the def2-TZVPD basis set.

Positions of all 15 atoms, in Å:
H (-1.524, -2.122, 1.548)
O (-1.275, -0.063, 2.740)
H (-2.826, -1.618, 0.525)
H (-1.247, -1.149, 0.221)
C (-1.960, -0.102, 1.750)
H (-2.581, 0.704, 1.337)
C (0.345, -0.115, -1.668)
S (2.041, -0.235, -1.304)
H (1.981, 1.556, 0.498)
O (1.378, 0.083, -2.710)
C (-2.015, -1.337, 1.008)
H (3.414, 1.767, -0.624)
H (1.842, 2.316, -1.021)
H (0.024, -1.155, -1.817)
C (2.402, 1.470, -0.483)

The highest occupied orbital energy comes out at -8.424 eV. The spin multiplicity is 1.



Run Q
Here is the molecule C4H8O2S from the Open Molecules 2025 dataset. Energies are from ωB97M-V with the def2-TZVPD basis set.

Positions of all 15 atoms, in Å:
O (-0.419, -0.255, 1.956)
S (-1.835, 1.380, -1.609)
H (-1.570, -0.806, -0.393)
C (1.278, -1.340, -0.214)
C (-0.919, 0.057, -0.532)
H (1.761, 1.674, -0.242)
H (2.055, -1.227, 0.687)
C (0.573, -0.072, -0.451)
O (1.325, 0.911, -1.019)
H (0.411, -2.151, -0.019)
C (-0.264, 0.482, 0.748)
H (-1.206, 0.409, 2.474)
H (-0.071, 1.505, 1.013)
H (-3.089, 1.062, -1.263)
H (1.971, -1.630, -1.139)

The structure (SMILES) is C[C@]1(O)[C@H](O)[C@H]1S. The highest occupied orbital energy comes out at -8.742 eV. The spin multiplicity is 1.



The structure shown above that is least stable: run P.